# 1
{
  "formula": "C4H7NO",
  "method": "the ωB97M-V functional and the def2-TZVPD basis",
  "species": ["C", "C", "C", "C", "H", "H", "H", "H", "H", "H", "H", "N", "O"],
  "positions_angstrom": [[0.3949, 1.7701, 0.7603], [-1.3331, 0.0643, 0.3262], [-0.8859, -1.3709, -0.2498], [0.5143, -0.6199, -0.4061], [0.7440, 2.6609, 0.0159], [1.0626, 1.6021, 1.5971], [-0.3527, 2.1429, 1.4671], [-2.2695, 0.4659, -0.1735], [-1.8053, 0.2320, 1.3198], [-0.7317, -2.2065, 0.4023], [-1.5640, -1.4102, -1.2667], [-0.1475, 0.6163, 0.1015], [1.7260, -0.8579, -0.8321]],
  "forces_ev_per_angstrom": [[-0.1, 2.5, -0.7], [-6.4, -2.4, 1.3], [-0.6, 3.2, -2.3], [3.4, 1.2, -1.7], [-0.7, -2.3, 1.9], [1.4, -0.7, -0.7], [-0.9, 0.5, -0.9], [1.2, -0.2, -0.9], [1.2, -1.0, 0.5], [-0.7, -0.6, 0.1], [2.2, -0.9, 2.5], [6.6, -0.7, -1.7], [-6.6, 1.3, 2.6]],
  "lowdin_charge": [-0.061, -0.289, -0.003, -0.252, 0.140, 0.076, 0.073, 0.117, 0.116, 0.086, 0.163, -0.150, -0.016],
  "total_charge": 0,
  "total_energy_ha": -286.50316
}

# 2
{
  "formula": "C3H5ClO",
  "method": "the ωB97M-V functional and the def2-TZVPD basis",
  "species": ["C", "C", "C", "H", "H", "H", "H", "H", "O", "Cl"],
  "positions_angstrom": [[-0.6695, 1.1647, 1.5943], [-1.1135, -0.3594, 0.0311], [-0.0843, -1.1058, -0.3642], [0.3852, 0.9468, 1.6448], [-0.9633, 2.1467, 1.8870], [-1.2341, 0.4978, 2.2750], [-2.0287, -0.9105, 0.4298], [0.0465, -2.1526, -0.2931], [-1.1050, 0.9919, 0.2976], [1.4023, -0.3918, -0.9348]],
  "forces_ev_per_angstrom": [[-0.6, -0.5, 1.4], [-0.9, -1.3, 1.2], [0.5, 1.7, -0.2], [0.5, 0.2, 0.4], [0.4, 0.9, 0.2], [0.4, 0.0, -0.1], [1.1, 0.7, -0.6], [-0.7, -0.9, -0.2], [-0.5, -1.1, -2.4], [-0.1, 0.1, 0.1]],
  "lowdin_charge": [-0.125, -0.262, -0.511, 0.084, 0.086, 0.099, 0.146, 0.046, -0.160, 0.598],
  "total_charge": 0,
  "total_energy_ha": -652.67819
}

The records above yield E_LUMO values of 0.8; 1.0 eV, respectively.
The records above yield HOMO level values of -9.13; -9.58 eV, respectively.
The records above yield relative energy (zero: lowest compared OMol25 entry of this formula, charge and spin) values of 80.6; 34.6 kcal per mole, respectively.